--- w ---
The following is a DFT calculation (ωB97M-V with the def2-TZVPD basis set) of one molecule with the formula C23H31N3O5S.

Positions of all 63 atoms, in Å:
C -6.260 -1.992 2.845
O -5.400 -1.279 1.722
C -5.820 -1.665 0.414
C -6.827 -2.710 -0.102
C -7.202 -2.810 -1.241
C -6.548 -2.140 -2.086
C -5.490 -1.100 -1.997
C -5.206 -0.887 -0.632
N -4.168 -0.014 -0.131
C -3.876 1.271 -1.031
C -3.341 2.340 -0.355
N -2.106 1.644 0.469
S -0.630 1.804 -0.164
O 0.052 0.540 0.132
O -0.875 1.839 -1.496
C 0.216 3.043 0.490
C 1.330 3.461 -0.385
N 2.368 2.498 -0.610
C 3.366 2.373 0.325
O 3.777 3.284 0.726
C 3.970 1.108 0.320
C 5.471 1.106 0.278
C 6.116 -0.147 0.349
C 5.489 -1.235 -0.146
O 6.084 -2.678 0.127
C 7.474 -2.686 -0.049
C 7.958 -2.535 -1.532
C 7.785 -4.037 0.446
C 4.176 -1.363 0.069
C 3.408 -0.383 0.106
C -2.350 0.570 1.485
C -3.200 -0.375 0.693
H -6.035 -3.090 2.742
H -5.869 -1.610 3.790
H -7.326 -1.739 2.619
H -7.346 -3.160 0.701
H -7.771 -3.437 -1.282
H -6.651 -2.056 -3.279
H -5.004 -0.582 -2.584
H -4.654 1.510 -1.388
H -3.072 0.671 -1.832
H -2.801 2.926 -0.837
H -3.887 2.600 0.517
H 0.649 2.906 1.438
H -0.474 3.892 0.478
H 1.898 4.212 -0.041
H 0.895 3.815 -1.541
H 1.792 1.504 -0.922
H 5.866 2.003 0.532
H 7.338 -0.243 0.369
H 7.823 -1.994 0.822
H 7.766 -1.459 -1.695
H 9.047 -2.752 -1.451
H 7.510 -3.273 -2.107
H 7.385 -4.420 1.235
H 8.812 -4.409 0.665
H 7.235 -4.874 -0.267
H 3.493 -2.367 0.156
H 2.354 -0.055 0.092
H -1.549 0.492 1.856
H -3.027 1.140 2.073
H -3.364 -1.183 1.270
H -2.258 -0.788 -0.077

* HOMO level: -0.2771 hartree
* E_LUMO: 0.21 eV
* SMILES string: COc1ccccc1N1CCN(S(=O)(=O)CCNC(=O)c2ccc(OC(C)C)cc2)CC1

Per-atom Mulliken charges, elementary charge units: number 1, C, carries -0.79; number 2, O, carries -0.40; number 3, C, carries 0.28; number 4, C, carries -0.01; number 5, C, carries -1.55; number 6, C, carries -0.29; number 7, C, carries -0.92; number 8, C, carries 0.22; number 9, N, carries 0.29; number 10, C, carries -0.80; number 11, C, carries -1.57; number 12, N, carries -0.14; number 13, S, carries 1.00; number 14, O, carries -0.91; number 15, O, carries -0.71; number 16, C, carries -0.25; number 17, C, carries -1.40; number 18, N, carries -0.24; number 19, C, carries 0.55; number 20, O, carries -0.41; number 21, C, carries 0.51; number 22, C, carries -1.27; number 23, C, carries -0.20; number 24, C, carries 0.48; number 25, O, carries -0.38; number 26, C, carries 0.66; number 27, C, carries -1.16; number 28, C, carries -1.80; number 29, C, carries -0.51; number 30, C, carries 0.15; number 31, C, carries -1.81; number 32, C, carries -0.29; number 33, H, carries 0.32; number 34, H, carries 0.24; number 35, H, carries 0.31; number 36, H, carries 0.38; number 37, H, carries 0.88; number 38, H, carries 0.11; number 39, H, carries 0.96; number 40, H, carries 1.01; number 41, H, carries 0.34; number 42, H, carries 0.64; number 43, H, carries 0.43; number 44, H, carries 0.40; number 45, H, carries 0.33; number 46, H, carries 0.86; number 47, H, carries 0.16; number 48, H, carries 0.27; number 49, H, carries 0.54; number 50, H, carries 0.19; number 51, H, carries 0.29; number 52, H, carries 0.35; number 53, H, carries 0.38; number 54, H, carries 0.32; number 55, H, carries 0.61; number 56, H, carries 0.39; number 57, H, carries 0.23; number 58, H, carries 0.22; number 59, H, carries 0.16; number 60, H, carries 0.93; number 61, H, carries 0.47; number 62, H, carries 0.81; number 63, H, carries 0.16

--- x ---
The following is a DFT calculation (ωB97M-V with the def2-TZVPD basis set) of one molecule with the formula C23H31N3O5S.

Positions of all 63 atoms, in Å:
O -1.727 1.337 -0.209
C -1.040 0.349 -0.114
C -1.654 -1.037 0.156
O -1.432 -1.977 -0.892
C -0.293 -2.667 -0.908
O 0.623 -2.460 -0.144
C -0.316 -3.743 -1.953
C -1.119 -4.946 -1.426
C -0.499 -5.571 -0.157
C -0.284 -7.036 -0.553
C -1.656 -7.707 -0.687
C -2.220 -7.094 -1.985
C -1.116 -6.123 -2.417
C 0.139 -6.896 -2.014
N 0.314 0.308 -0.181
C 1.193 1.365 -0.413
C 2.549 1.153 -0.161
C 3.471 2.164 -0.359
C 3.053 3.407 -0.810
C 1.711 3.600 -1.069
S 1.189 5.215 -1.638
O 2.203 5.765 -2.484
O -0.154 5.147 -2.124
N 1.257 6.159 -0.253
C 0.615 5.987 0.959
N 1.179 6.501 1.971
C 0.568 6.436 3.274
C 0.432 5.016 3.835
C -0.759 4.244 3.272
C -0.646 3.966 1.775
C -0.690 5.241 0.924
C 0.773 2.607 -0.888
H -2.737 -0.925 0.227
H -1.248 -1.432 1.095
H -0.798 -3.356 -2.851
H 0.709 -4.039 -2.177
H -2.140 -4.603 -1.243
H -1.149 -5.475 0.712
H 0.454 -5.097 0.083
H 0.403 -7.568 0.102
H -2.289 -7.504 0.176
H -1.548 -8.788 -0.776
H -3.171 -6.586 -1.827
H -2.373 -7.858 -2.747
H -1.184 -5.815 -3.459
H 1.061 -6.333 -2.141
H 0.228 -7.852 -2.527
H 0.754 -0.593 0.009
H 2.874 0.184 0.191
H 4.516 1.984 -0.159
H 3.745 4.214 -0.983
H 2.115 6.686 -0.183
H 1.221 7.019 3.931
H -0.419 6.916 3.264
H 1.356 4.471 3.628
H 0.321 5.088 4.920
H -0.840 3.291 3.801
H -1.676 4.807 3.466
H 0.287 3.429 1.579
H -1.469 3.318 1.468
H -0.941 5.005 -0.107
H -1.467 5.902 1.319
H -0.262 2.800 -1.115

* HOMO level: -0.3297 hartree
* E_LUMO: 0.47 eV
* SMILES string: O=C(COC(=O)C[C@@H]1C[C@H]2CC[C@@H]1C2)Nc1cccc(S(=O)(=O)NC2=NCCCCC2)c1

Per-atom Mulliken charges, elementary charge units: number 1, O, carries -0.60; number 2, C, carries 0.77; number 3, C, carries -0.94; number 4, O, carries -0.31; number 5, C, carries 0.88; number 6, O, carries -0.75; number 7, C, carries -1.10; number 8, C, carries 0.27; number 9, C, carries -1.19; number 10, C, carries 0.02; number 11, C, carries -0.88; number 12, C, carries -0.96; number 13, C, carries -0.25; number 14, C, carries -1.01; number 15, N, carries 0.07; number 16, C, carries 0.28; number 17, C, carries -0.66; number 18, C, carries -0.86; number 19, C, carries -0.66; number 20, C, carries 0.28; number 21, S, carries 1.13; number 22, O, carries -0.71; number 23, O, carries -0.65; number 24, N, carries -0.19; number 25, C, carries 0.71; number 26, N, carries -0.75; number 27, C, carries -0.69; number 28, C, carries -0.67; number 29, C, carries -1.04; number 30, C, carries 0.03; number 31, C, carries -1.04; number 32, C, carries -0.22; number 33, H, carries 0.34; number 34, H, carries 0.39; number 35, H, carries 0.39; number 36, H, carries 0.29; number 37, H, carries 0.50; number 38, H, carries 0.33; number 39, H, carries 0.37; number 40, H, carries 0.43; number 41, H, carries 0.36; number 42, H, carries 0.38; number 43, H, carries 0.40; number 44, H, carries 0.36; number 45, H, carries 0.53; number 46, H, carries 0.38; number 47, H, carries 0.36; number 48, H, carries 0.16; number 49, H, carries 0.46; number 50, H, carries 0.40; number 51, H, carries 0.46; number 52, H, carries 0.30; number 53, H, carries 0.37; number 54, H, carries 0.33; number 55, H, carries 0.31; number 56, H, carries 0.39; number 57, H, carries 0.35; number 58, H, carries 0.40; number 59, H, carries 0.15; number 60, H, carries 0.37; number 61, H, carries 0.17; number 62, H, carries 0.61; number 63, H, carries 0.65

The least stable of them is w.

--- w ---
The following is a DFT calculation (ωB97M-V with the def2-TZVPD basis set) of C4H5Cl3 as an isolated structure.

Positions of all 12 atoms, in Å:
C -0.258 -1.506 1.343
C -0.155 -1.262 0.091
C -0.337 1.445 -0.707
C 0.749 0.505 -0.412
Cl -0.418 -2.290 -1.155
Cl -1.097 2.203 0.716
Cl 1.773 0.361 -1.770
H -0.645 -2.512 1.802
H 0.084 -0.639 2.029
H -1.029 0.883 -1.279
H 0.053 2.206 -1.240
H 1.280 0.605 0.584

* HOMO level: -0.3592 hartree
* E_LUMO: 0.75 eV

Per-atom Mulliken charges, elementary charge units: number 1, C, carries -0.55; number 2, C, carries 0.31; number 3, C, carries -0.53; number 4, C, carries -0.20; number 5, Cl, carries -0.16; number 6, Cl, carries -0.19; number 7, Cl, carries -0.14; number 8, H, carries 0.24; number 9, H, carries 0.16; number 10, H, carries 0.31; number 11, H, carries 0.44; number 12, H, carries 0.31

--- x ---
The following is a DFT calculation (ωB97M-V with the def2-TZVPD basis set) of one molecule with the formula C4H5Cl3.

Positions of all 12 atoms, in Å:
C -1.703 0.448 -0.043
C -0.602 -0.514 0.353
Cl -1.088 -2.130 -0.491
C 0.872 -0.070 -0.265
C 2.186 0.172 0.019
Cl 3.162 0.979 -1.117
Cl 2.823 -0.279 1.530
H -2.514 -0.022 0.407
H -1.780 0.402 -1.064
H -1.463 1.398 0.458
H -0.473 -0.789 1.344
H 0.580 0.406 -1.133

* HOMO level: -0.3489 hartree
* E_LUMO: 0.59 eV
* SMILES string: C[C@@H](Cl)C=C(Cl)Cl

Per-atom Mulliken charges, elementary charge units: number 1, C, carries -1.25; number 2, C, carries 0.08; number 3, Cl, carries -0.21; number 4, C, carries -0.66; number 5, C, carries 0.46; number 6, Cl, carries -0.16; number 7, Cl, carries -0.18; number 8, H, carries 0.38; number 9, H, carries 0.43; number 10, H, carries 0.32; number 11, H, carries 0.49; number 12, H, carries 0.31

The least stable of them is w.